Record 1
{"formula": "C34H47Cl3O3P4Ru", "method": "the ωB97M-V functional and the def2-TZVPD basis", "species": ["P", "C", "C", "H", "C", "H", "C", "H", "C", "H", "C", "H", "C", "C", "H", "C", "H", "C", "H", "C", "H", "C", "H", "C", "C", "H", "C", "H", "C", "H", "C", "H", "C", "H", "Ru", "C", "C", "H", "C", "O", "H", "C", "H", "C", "Cl", "P", "P", "C", "H", "H", "H", "C", "H", "H", "H", "C", "H", "H", "H", "C", "H", "H", "H", "C", "H", "H", "H", "C", "H", "H", "H", "P", "C", "C", "H", "H", "H", "H", "H", "H", "C", "H", "H", "H", "H", "Cl", "C", "Cl", "C", "O", "O", "H"], "positions_angstrom": [[-1.9109, -1.6841, -1.0922], [-3.6948, -1.6278, -1.0243], [-4.4688, -1.5066, -2.1963], [-3.9908, -1.3427, -3.1555], [-5.8593, -1.5994, -2.1049], [-6.4598, -1.5111, -3.0111], [-6.4787, -1.8106, -0.8726], [-7.5619, -1.9001, -0.8108], [-5.7040, -1.9092, 0.2911], [-6.1828, -2.0660, 1.2562], [-4.3166, -1.8090, 0.2221], [-3.6974, -1.8656, 1.1178], [-1.3760, -1.0014, -2.6697], [-1.8040, 0.2948, -3.0215], [-2.5399, 0.8096, -2.4107], [-1.2796, 0.9170, -4.1579], [-1.5725, 1.9413, -4.3862], [-0.4074, 0.2275, -5.0013], [-0.0271, 0.7083, -5.9048], [-0.0419, -1.0832, -4.6971], [0.6155, -1.6354, -5.3684], [-0.5126, -1.7051, -3.5356], [-0.2293, -2.7317, -3.3207], [-1.3657, -3.4055, -0.9921], [-2.1047, -4.4191, -1.6365], [-3.0003, -4.1709, -2.1941], [-1.6789, -5.7506, -1.5513], [-2.2412, -6.5266, -2.0674], [-0.5479, -6.0900, -0.8073], [-0.2268, -7.1294, -0.7301], [0.1789, -5.0876, -0.1558], [1.0541, -5.3342, 0.4411], [-0.2132, -3.7504, -0.2683], [0.3564, -2.9697, 0.2315], [0.0966, 1.0434, 1.7087], [1.9584, 1.4714, 0.7550], [2.2433, 0.9276, -0.4504], [2.6802, 2.1525, 1.2511], [1.1971, -0.0284, -0.9737], [1.7809, -1.3340, -1.1166], [1.1334, -1.9688, -1.4888], [0.1750, -0.0018, 0.0789], [0.7843, 0.3176, -1.9323], [-0.9882, -0.4192, 0.5322], [-1.8389, 1.1056, 3.1535], [1.2018, -0.4341, 3.1825], [-0.7582, 3.0441, 0.8147], [0.6894, -0.3365, 4.9256], [-0.3575, -0.0099, 4.9427], [1.3053, 0.4001, 5.4579], [0.7905, -1.3262, 5.3900], [0.9500, -2.1749, 2.7394], [1.6593, -2.4578, 1.9523], [-0.0740, -2.3003, 2.3735], [1.1014, -2.8047, 3.6251], [3.0122, -0.2241, 3.2171], [3.2397, 0.8088, 3.5091], [3.4145, -0.4168, 2.2161], [3.4613, -0.9207, 3.9373], [-1.2167, 4.3755, 1.9663], [-0.3403, 5.0123, 2.1431], [-1.5210, 3.9305, 2.9220], [-2.0343, 4.9695, 1.5370], [0.3053, 3.9157, -0.3852], [0.5767, 3.2374, -1.2029], [1.2213, 4.2345, 0.1274], [-0.2079, 4.7954, -0.7983], [-2.2874, 2.6775, -0.0937], [-2.8497, 1.9231, 0.4664], [-2.0400, 2.2883, -1.0874], [-2.8799, 3.5966, -0.1851], [3.7327, 1.1373, -1.4652], [4.6749, 2.5309, -0.8832], [3.1186, 1.3946, -3.1357], [4.8910, 2.4158, 0.1874], [4.1139, 3.4608, -1.0501], [5.6161, 2.5658, -1.4505], [2.4532, 0.5739, -3.4329], [3.9704, 1.4408, -3.8262], [2.5616, 2.3404, -3.1794], [4.6414, -0.4019, -1.3759], [4.9972, -0.5491, -0.3487], [5.4922, -0.3631, -2.0678], [3.9598, -1.2207, -1.6350], [-1.5778, -0.3898, 1.4667], [2.9234, 2.6468, 5.8988], [1.9612, 3.8396, 4.9840], [2.9219, 4.7798, 3.8206], [0.8311, 3.0761, 4.2283], [-0.2884, 3.2148, 4.7512], [1.2117, 2.4357, 3.1866], [1.4995, 4.5264, 5.7009]], "lowdin_spin": [0.26, 0.27, 0.38, 0.01, 0.27, 0.01, 0.25, 0.01, 0.28, 0.01, 0.38, 0.01, 0.02, 0.02, 0.00, 0.00, 0.00, 0.01, 0.00, 0.00, 0.00, 0.01, 0.00, 0.05, 0.01, 0.00, 0.00, 0.00, 0.00, 0.00, 0.00, 0.00, 0.01, 0.00, 1.22, -0.02, 0.00, 0.00, 0.00, 0.00, 0.00, 0.08, 0.00, 0.19, 0.02, 0.05, 0.04, 0.00, 0.00, 0.00, 0.00, 0.02, 0.00, 0.00, 0.00, 0.00, 0.00, 0.00, 0.00, 0.00, 0.00, 0.00, 0.00, 0.00, 0.00, 0.00, 0.00, 0.02, 0.00, 0.00, 0.00, 0.00, 0.00, 0.00, 0.00, 0.00, 0.00, 0.00, 0.00, 0.00, 0.00, 0.00, 0.00, 0.00, 0.02, 0.00, 0.01, 0.00, 0.01, 0.00, 0.06, 0.00], "multiplicity": 5, "relative_energy_kcal_mol": 0.0, "charge": 2, "s2": 6.034}

---

Record 2
{"formula": "C34H48As3NO6PSSbSe4W", "method": "the ωB97M-V functional and the def2-TZVPD basis", "species": ["W", "C", "C", "C", "C", "C", "C", "C", "S", "O", "O", "N", "C", "C", "O", "O", "H", "H", "H", "H", "H", "H", "H", "H", "H", "C", "As", "C", "C", "C", "C", "C", "As", "C", "C", "C", "As", "C", "C", "H", "H", "H", "H", "H", "H", "H", "H", "H", "H", "H", "H", "H", "H", "H", "H", "H", "H", "H", "H", "H", "H", "H", "H", "H", "H", "H", "O", "C", "O", "C", "P", "C", "C", "C", "C", "C", "C", "C", "C", "C", "C", "C", "C", "H", "H", "H", "H", "H", "H", "H", "H", "H", "H", "H", "H", "Se", "Sb", "Se", "Se", "Se"], "positions_angstrom": [[-0.2876, -0.1555, -1.0463], [-2.4904, 0.7766, -8.6395], [-2.3518, 0.1814, -7.2630], [-2.7276, -1.1317, -7.0072], [-2.5913, -1.6791, -5.7349], [-2.0544, -0.9042, -4.7229], [-1.6829, 0.4175, -4.9531], [-1.8321, 0.9494, -6.2203], [-1.9179, -1.5635, -3.0415], [-2.0523, -3.0127, -3.1659], [-0.4251, -1.1104, -2.8446], [-2.0426, -1.0148, -0.9260], [-2.2952, -1.9343, 0.1589], [-1.4071, -1.4360, 1.3096], [-1.4286, -1.9051, 2.4283], [-0.6081, -0.4466, 0.9547], [-3.0022, 0.0913, -9.3163], [-1.5116, 1.0059, -9.0668], [-3.0550, 1.7101, -8.6072], [-3.1309, -1.7376, -7.8118], [-2.8712, -2.7033, -5.5244], [-1.2666, 1.0223, -4.1541], [-1.5328, 1.9779, -6.3951], [-1.9661, -2.9528, -0.0823], [-3.3353, -1.9586, 0.4939], [4.0756, 0.4863, 2.2974], [2.1606, 0.1251, 1.9633], [2.3241, -1.8260, 2.1143], [1.5034, 0.2731, 3.8306], [0.9645, 1.6013, 4.3770], [0.6903, 1.3922, 5.8747], [-0.3776, 1.9739, 3.7149], [-0.3201, 2.9123, 1.9707], [-2.2089, 2.5982, 1.5576], [-0.5916, 4.7505, 2.6286], [1.9684, 2.7465, 4.1945], [3.6672, 2.6206, 5.1896], [3.1771, 3.7814, 6.7062], [4.5696, 4.0401, 4.1709], [4.2670, 1.5578, 2.3498], [4.6400, 0.1002, 1.4450], [4.4241, 0.0058, 3.2140], [2.8061, -2.0867, 3.0595], [2.9136, -2.2225, 1.2877], [1.3285, -2.2635, 2.0676], [2.3295, -0.0772, 4.4603], [0.7081, -0.4765, 3.8892], [-0.0777, 0.6272, 6.0100], [0.3342, 2.3180, 6.3366], [1.5901, 1.0617, 6.4036], [-0.9558, 2.6081, 4.3962], [-0.9558, 1.0610, 3.5442], [-2.8216, 2.7938, 2.4412], [-2.3374, 1.5677, 1.2276], [-2.5046, 3.2679, 0.7501], [-1.3396, 4.7682, 3.4257], [-0.9331, 5.3572, 1.7891], [0.3461, 5.1753, 2.9884], [1.5048, 3.6970, 4.4793], [2.2396, 2.8336, 3.1368], [2.5137, 3.2484, 7.3864], [2.6754, 4.6825, 6.3500], [4.0799, 4.0632, 7.2498], [4.8672, 3.6636, 3.1924], [5.4633, 4.3622, 4.7064], [3.9034, 4.8933, 4.0331], [1.8413, -3.6550, -1.6075], [1.7016, -2.4828, -1.3211], [0.7211, -1.9713, -0.6424], [2.8151, -1.4753, -1.6777], [2.0769, 0.1684, -1.9615], [2.0529, 0.4129, -3.7611], [1.9363, -0.6668, -4.6339], [1.7924, -0.4447, -5.9955], [1.7665, 0.8517, -6.4914], [1.8789, 1.9293, -5.6246], [2.0164, 1.7132, -4.2617], [3.3200, 1.3601, -1.3690], [4.6538, 1.1791, -1.7404], [5.6297, 2.0537, -1.2932], [5.2785, 3.1282, -0.4834], [3.9544, 3.3226, -0.1262], [2.9749, 2.4376, -0.5604], [3.4366, -1.8497, -2.4887], [3.4385, -1.3873, -0.7832], [1.9080, -1.6803, -4.2534], [1.6772, -1.2886, -6.6649], [1.6408, 1.0219, -7.5543], [1.8296, 2.9472, -5.9896], [2.0715, 2.5652, -3.5929], [4.9255, 0.3527, -2.3881], [6.6626, 1.9055, -1.5845], [6.0398, 3.8203, -0.1431], [3.6618, 4.1720, 0.4786], [1.9431, 2.5949, -0.2709], [-2.7825, 5.6337, -1.3111], [-0.5873, 5.3438, -2.1745], [-0.4245, 2.1218, -1.5545], [-0.2243, 4.9463, -4.4996], [1.2535, 5.9249, -0.7726]], "lowdin_spin": [0.88, 0.00, 0.01, 0.00, 0.02, 0.08, 0.02, 0.00, 0.23, 0.05, 0.03, 0.49, 0.05, 0.03, 0.02, 0.06, 0.00, 0.00, 0.00, 0.00, 0.00, 0.00, 0.00, 0.01, 0.00, 0.00, 0.01, 0.00, 0.00, 0.00, 0.00, 0.00, 0.00, 0.00, 0.00, 0.00, 0.00, 0.00, 0.00, 0.00, 0.00, 0.00, 0.00, 0.00, 0.00, 0.00, 0.00, 0.00, 0.00, 0.00, 0.00, 0.00, 0.00, 0.00, 0.00, 0.00, 0.00, 0.00, 0.00, 0.00, 0.00, 0.00, 0.00, 0.00, 0.00, 0.00, 0.00, 0.00, 0.02, 0.00, 0.04, 0.00, 0.00, 0.00, 0.00, 0.00, 0.00, 0.01, 0.00, 0.00, 0.00, 0.00, 0.00, 0.00, 0.00, 0.00, 0.00, 0.00, 0.00, 0.00, 0.00, 0.00, 0.00, 0.00, 0.00, 0.00, 0.00, -0.08, 0.00, 0.00], "multiplicity": 3, "charge": -2, "s2": 2.024, "energy_ha": -19190.68060}